{"formula": "C3H6O", "method": "ωB97M-V with the def2-TZVPD basis set", "charge": 0, "energy_ev": -5249.593, "homo_energy_ev": [-8.882, -8.474], "e_lumo_ev": [0.27, 0.16], "de_lowest_kj_mol": 588.7, "elements": ["C", "C", "C", "O", "H", "H", "H", "H", "H", "H"], "coordinates": [[1.62, -0.09, 0.65], [0.92, -0.08, -0.59], [-2.29, 0.02, -0.22], [1.97, -0.93, -0.49], [2.34, 0.63, 0.81], [1.24, -0.50, 1.51], [0.87, 0.79, -1.31], [-1.53, -0.74, -0.40], [-3.24, -0.16, 0.09], [-1.91, 1.06, -0.07]], "lowdin_charge": [-0.123, -0.134, 0.088, -0.015, 0.080, 0.074, 0.120, -0.030, -0.069, 0.008]}

=====

{"formula": "C3H6O", "method": "ωB97M-V with the def2-TZVPD basis set", "charge": 0, "energy_ev": -5254.633, "homo_energy_ev": -8.572, "e_lumo_ev": 0.96, "de_lowest_kj_mol": 102.4, "smiles": "C=C(C)O", "elements": ["C", "C", "O", "C", "H", "H", "H", "H", "H", "H"], "coordinates": [[0.40, -1.32, -0.29], [0.01, -0.07, -0.04], [-1.24, 0.37, -0.34], [0.90, 0.93, 0.61], [1.18, -1.79, 0.29], [0.04, -1.96, -1.07], [-1.76, -0.39, -0.60], [1.89, 0.51, 0.73], [0.92, 1.95, 0.26], [0.60, 0.98, 1.68]], "lowdin_charge": [0.019, -0.478, 0.040, -0.040, 0.056, 0.048, 0.105, 0.076, 0.084, 0.089]}

=====

{"formula": "C3H6O", "method": "ωB97M-V with the def2-TZVPD basis set", "charge": 0, "energy_ev": -5254.075, "homo_energy_ev": -8.840, "e_lumo_ev": 0.89, "de_lowest_kj_mol": 156.2, "smiles": "C=C(C)O", "elements": ["C", "C", "O", "C", "H", "H", "H", "H", "H", "H"], "coordinates": [[0.26, 0.24, 1.43], [-0.27, 0.05, 0.22], [-1.19, 0.97, -0.04], [0.34, -0.53, -1.07], [1.26, -0.19, 1.91], [-0.23, 0.86, 2.12], [-1.93, 0.68, -0.60], [-0.19, -1.37, -1.42], [0.62, 0.33, -1.65], [1.34, -1.03, -0.90]], "lowdin_charge": [0.038, -0.482, 0.000, -0.028, 0.103, 0.031, 0.119, 0.052, 0.077, 0.090]}